(1)
This record from OMol25 describes an isolated molecule of C3H3NO3. The level of theory is ωB97M-V/def2-TZVPD.

E, eV: -10788.2935
LUMO level, eV: 0.2
Gap between HOMO and LUMO, Ha: 0.3542
Molecular weight, g/mol: 101.06
Relative energy (zero: lowest compared OMol25 entry of this formula, charge and spin), kcal/mol: 101.6

Cartesian coordinates (Å):
O: -1.639 -0.528 -0.130
O: 0.590 -0.764 -0.401
O: 2.080 0.809 0.359
N: -0.523 1.307 -0.847
C: -0.458 0.114 -0.509
C: -1.831 -0.421 1.177
C: 1.807 -0.309 0.040
H: -2.868 -0.819 1.280
H: 0.374 1.763 -0.979
H: 2.479 -1.174 0.043


(2)
This record from OMol25 describes an isolated molecule of C3H3NO3S. The level of theory is ωB97M-V/def2-TZVPD.

E, eV: -21624.2418
LUMO level, eV: 0.0
Gap between HOMO and LUMO, Ha: 0.3391
Molecular weight, g/mol: 133.13
Relative energy (zero: lowest compared OMol25 entry of this formula, charge and spin), kcal/mol: 84.1
SMILES: Oc1noc(S)c1O

Cartesian coordinates (Å):
S: -1.358 -0.546 -2.034
O: -0.177 -1.668 1.045
O: 1.376 0.427 2.445
O: 0.387 1.236 -0.792
N: 1.023 1.529 0.391
C: 0.141 -0.501 0.489
C: -0.240 0.067 -0.703
C: 0.855 0.502 1.218
H: 1.027 -0.423 2.873
H: -2.451 0.123 -1.457
H: -1.240 -2.055 0.786


(3)
This record from OMol25 describes a structure of composition C3H3NO4P. The level of theory is ωB97M-V/def2-TZVPD.

E, eV: -22128.0993
LUMO level, eV: 3.7
Gap between HOMO and LUMO, Ha: 0.2963
Molecular weight, g/mol: 148.03
Charge: -1
Relative energy (zero: lowest compared OMol25 entry of this formula, charge and spin), kcal/mol: 108.1

Cartesian coordinates (Å):
P: -2.500 -0.056 1.676
O: -1.847 -3.605 1.892
O: -3.081 -1.706 2.277
O: -1.885 0.604 2.842
O: 0.761 -2.217 0.439
N: -0.182 -1.422 0.422
C: -2.022 -2.387 1.804
C: -0.019 -0.090 -0.264
C: -1.268 -1.401 1.078
H: 0.309 -0.238 -1.317
H: 0.856 0.488 0.036
H: -1.001 0.623 -0.382


(4)
This record from OMol25 describes an isolated molecule of C3H3NOS. The level of theory is ωB97M-V/def2-TZVPD.

E, eV: -17531.9404
LUMO level, eV: -0.2
Gap between HOMO and LUMO, Ha: 0.3633
Molecular weight, g/mol: 101.13
Relative energy (zero: lowest compared OMol25 entry of this formula, charge and spin), kcal/mol: 0.0
SMILES: CC(=O)N=C=S

Cartesian coordinates (Å):
S: 1.984 -0.150 3.228
O: -0.345 1.630 0.193
N: 0.633 -0.307 0.804
C: 1.205 -0.243 1.854
C: -0.730 -0.220 -1.289
C: -0.118 0.428 -0.047
H: 0.049 -0.545 -2.009
H: -1.362 0.529 -1.761
H: -1.315 -1.123 -0.973


(5)
This record from OMol25 describes an isolated molecule of C3H3NOS. The level of theory is ωB97M-V/def2-TZVPD.

E, eV: -17531.2554
LUMO level, eV: 0.4
Gap between HOMO and LUMO, Ha: 0.3318
Molecular weight, g/mol: 101.13
Relative energy (zero: lowest compared OMol25 entry of this formula, charge and spin), kcal/mol: 15.8
SMILES: O=C=N/C=C\S

Cartesian coordinates (Å):
S: 0.603 -1.723 0.031
O: -3.246 -0.225 0.071
N: -1.158 0.824 -0.064
C: -2.177 0.282 0.107
C: 1.101 -0.044 -0.023
C: 0.226 0.996 0.008
H: 1.909 -2.332 -0.068
H: 0.498 2.089 0.006
H: 2.244 0.132 -0.069


(6)
This record from OMol25 describes an isolated molecule of C3H3NOS. The level of theory is ωB97M-V/def2-TZVPD.

E, eV: -17529.6959
LUMO level, eV: -0.9
Gap between HOMO and LUMO, Ha: 0.3159
Molecular weight, g/mol: 101.13
Relative energy (zero: lowest compared OMol25 entry of this formula, charge and spin), kcal/mol: 51.8

Cartesian coordinates (Å):
S: -0.838 -0.408 -1.297
O: -0.482 -1.528 -2.096
N: -1.122 -0.951 0.286
C: 0.516 0.700 -0.680
C: -0.362 -0.331 1.197
C: 0.652 0.526 0.639
H: 0.909 1.405 -1.413
H: 1.397 1.203 1.175
H: -0.670 -0.616 2.189